Here is an isolated molecule of C27H27N3O5 from OMol25. Energies are from wB97M-V/def2-TZVPD.

The value obtained for the energy above the lowest of the compared OMol25 structures with the same formula, charge and spin is 1.9 kcal per mole. The calculation puts the largest force on an atom at 0.74 eV/Å. Its SMILES is COc1ccc(CCN2C(=O)N(c3ccc(OC)cc3)C(=O)[C@H]2CC(=O)Nc2ccccc2)cc1. For the HOMO energy, the calculation gives -8.3 eV. As for the total energy: -1585.620708 Ha. The spin multiplicity is 1.

```
62
Properties=species:S:1:pos:R:3:forces:R:3
C 2.432860 -4.173058 -0.566207 0.1 0.0 -0.2
O 1.608317 -3.980504 0.557370 -0.2 0.1 0.3
C 1.502375 -2.721798 1.080361 -0.1 0.1 0.1
C 0.759768 -2.612567 2.257102 0.2 -0.1 -0.1
C 0.545876 -1.379585 2.834972 0.1 -0.1 -0.1
C 1.078983 -0.224428 2.271797 0.1 0.1 0.0
C 0.790617 1.124787 2.858307 -0.2 0.0 -0.1
C -0.537742 1.687131 2.326600 0.3 0.2 0.3
N -0.534378 1.809643 0.883608 -0.1 0.0 0.1
C 0.266546 2.685726 0.239036 -0.1 -0.2 -0.1
O 1.147882 3.357903 0.711251 0.3 0.3 0.2
N -0.103978 2.663382 -1.126464 0.2 0.3 0.0
C 0.556200 3.422013 -2.124651 0.2 0.1 -0.3
C 0.961204 4.726215 -1.858970 0.0 -0.1 -0.1
C 1.609904 5.452548 -2.832505 0.1 0.0 -0.2
C 1.856106 4.900878 -4.091555 -0.1 0.0 0.2
O 2.497769 5.708270 -4.978515 -0.1 0.1 0.3
C 2.775157 5.210080 -6.264817 0.0 -0.1 -0.2
C 1.441970 3.599091 -4.352178 0.2 0.2 -0.2
C 0.801207 2.864477 -3.369996 -0.1 0.0 0.3
C -1.155775 1.822566 -1.344957 -0.4 -0.2 0.2
O -1.690334 1.573630 -2.396639 -0.1 0.0 -0.1
C -1.505426 1.209201 0.008539 -0.3 -0.5 -0.2
C -1.428919 -0.317777 -0.106886 -0.2 0.3 0.1
C -2.189876 -1.029609 1.007847 0.4 0.0 -0.6
O -2.870731 -0.440212 1.818245 -0.3 0.1 0.3
N -2.024288 -2.374129 0.953906 0.0 -0.4 -0.2
C -2.504022 -3.358906 1.828724 -0.1 -0.1 0.2
C -2.047626 -4.662093 1.640877 0.0 0.1 0.0
C -2.480708 -5.677424 2.471076 0.0 0.0 0.0
C -3.373082 -5.406385 3.495511 -0.1 -0.1 0.1
C -3.826889 -4.112131 3.681452 0.1 -0.1 0.0
C -3.400288 -3.086834 2.856042 -0.1 0.2 0.0
C 1.841072 -0.344713 1.119045 0.0 0.0 0.2
C 2.053751 -1.576402 0.518380 0.1 -0.3 -0.2
H 3.462811 -3.861722 -0.367270 0.0 0.0 0.0
H 2.413131 -5.243106 -0.766795 0.0 0.1 0.0
H 2.054696 -3.635553 -1.442834 0.0 0.0 0.0
H 0.354082 -3.510987 2.694932 -0.1 -0.1 0.1
H -0.043072 -1.312741 3.737604 -0.1 0.0 0.1
H 0.716192 1.059070 3.944510 0.0 0.0 0.0
H 1.585683 1.824735 2.600153 0.0 0.0 0.1
H -1.369113 1.036521 2.597014 0.1 0.1 0.0
H -0.698545 2.678071 2.765469 -0.1 -0.1 0.0
H 0.780482 5.159898 -0.889467 0.0 0.0 0.1
H 1.935300 6.462888 -2.643726 0.0 0.1 0.0
H 1.857573 4.949653 -6.802078 0.0 0.0 0.0
H 3.282169 6.017861 -6.790175 0.0 -0.1 0.0
H 3.433919 4.336502 -6.224391 0.0 0.0 0.0
H 1.613292 3.140644 -5.313016 0.0 0.0 -0.1
H 0.479563 1.857484 -3.581619 0.0 -0.1 0.0
H -2.527318 1.480293 0.308059 0.1 0.0 -0.2
H -0.385193 -0.637571 -0.104060 0.0 0.0 -0.1
H -1.881739 -0.595242 -1.063846 0.0 0.0 0.0
H -1.392773 -2.728124 0.248102 0.0 0.2 0.1
H -1.343473 -4.872941 0.848030 0.1 0.0 -0.1
H -2.118234 -6.683131 2.318520 0.0 -0.1 0.0
H -3.710927 -6.200299 4.144176 0.0 -0.1 0.1
H -4.522449 -3.893524 4.477850 -0.1 0.0 0.1
H -3.754303 -2.081077 3.004663 0.0 0.0 0.0
H 2.276320 0.539181 0.675100 0.1 0.1 0.0
H 2.648420 -1.625770 -0.380610 0.0 0.0 -0.1
```
Positions in Å, forces in eV/Å.